A 2-piece molecular cluster, C2H5NO overall. Source: OMol25; level of theory: the ωB97M-V functional and the def2-TZVPD basis.

The geometry in XYZ format:
```
9
Properties=species:S:1:pos:R:3:lowdin_charge:R:1
C 0.386 1.006 -0.590 -0.100
N 0.312 -0.102 0.322 0.036
C 0.938 -0.599 1.220 -0.331
O 1.454 -1.175 2.106 0.136
H 0.420 1.956 -0.049 0.084
H -0.501 0.999 -1.227 0.072
H 1.273 0.927 -1.228 0.084
H -2.451 -1.797 -0.233 0.024
H -1.837 -1.393 -0.110 -0.005
```

The calculation puts the total energy at -5691.598 eV. The SMILES is CN=C=O.[H][H]. As for the HOMO-LUMO gap: 11.2 eV. Its highest occupied orbital energy is -10.46 eV. As for the LUMO energy: 0.0268 Eh. As for the energy relative to the best compared isomer or geometry (same formula, charge and spin): 37.6 kcal per mole.